# 1
DFT (ωB97M-V with the def2-TZVPD basis set) results for a cluster of 9 separate species, H17O8 in total.

DFT total energy   -16639.553 eV
Net charge   +1
Energy above the lowest of the compared OMol25 structures with the same formula, charge and spin   262.9 kcal per mole

CARTESIAN COORDINATES (ANGSTROEM)
O  -0.365  0.574  -2.342
H  0.604  0.787  -2.277
H  -0.787  1.195  -1.746
O  2.393  0.833  -1.235
H  2.377  0.202  -0.353
H  2.716  -1.142  0.432
O  1.661  0.249  2.379
H  1.796  -0.441  1.499
H  2.384  -0.127  2.904
O  -1.847  -0.272  0.879
H  -2.711  -0.321  0.290
H  -1.579  2.951  -0.305
O  -1.552  2.014  -0.389
H  -1.196  1.718  0.561
H  -0.856  -1.161  -2.528
O  -0.621  -2.746  0.517
H  0.381  -2.558  0.478
H  -1.559  -1.140  1.149
O  -0.372  1.958  2.243
H  -0.259  2.693  2.871
H  0.428  1.392  2.319
O  -1.323  -2.111  -2.339
H  -0.951  -2.887  -0.397
H  -1.918  -2.228  -2.997
H  3.154  0.568  -1.612

# 2
DFT (ωB97M-V with the def2-TZVPD basis set) results for a cluster of 6 separate species, H18N6 in total.

DFT total energy   -9231.550 eV
Net charge   0
Energy above the lowest of the compared OMol25 structures with the same formula, charge and spin   37.9 kcal per mole
SMILES string   N.N.N.N.N.N

CARTESIAN COORDINATES (ANGSTROEM)
N  1.455  2.123  1.555
H  2.431  2.020  1.415
H  1.226  1.493  2.254
H  0.917  2.975  1.651
N  -0.529  1.928  -4.359
H  -1.482  1.693  -4.246
H  0.049  1.420  -4.989
H  -0.069  1.903  -3.422
N  0.035  -1.724  3.907
H  -0.432  -2.621  3.606
H  0.019  -0.840  3.265
H  -0.575  -1.363  4.713
N  -1.345  0.472  -0.713
H  -1.060  1.385  -0.619
H  -1.752  -0.001  0.111
H  -1.926  0.140  -1.441
N  1.832  0.240  -0.885
H  1.001  0.779  -1.008
H  2.285  0.573  -0.082
H  1.743  -0.775  -0.807
N  -1.113  -2.898  0.092
H  -0.474  -2.054  0.062
H  -1.615  -3.298  -0.748
H  -0.621  -3.571  0.687

# 3
DFT (ωB97M-V with the def2-TZVPD basis set) results for a structure of composition H18O10V.

DFT total energy   -46441.797 eV
Net charge   +2
Energy above the lowest of the compared OMol25 structures with the same formula, charge and spin   0.0 kcal per mole
Spin multiplicity   2

CARTESIAN COORDINATES (ANGSTROEM)
O  0.538  -0.681  0.882
V  -0.087  0.186  -0.223
O  -1.910  -1.049  2.547
H  -1.940  -0.291  3.143
H  -1.870  -1.811  3.142
O  -1.119  1.499  1.157
H  -0.649  2.191  1.661
H  -2.050  1.759  1.091
O  -2.048  -0.689  -0.260
H  -2.494  -0.678  0.618
H  -2.694  -0.975  -0.919
O  0.397  -0.331  -2.325
H  1.090  -0.943  -2.612
H  -0.147  -0.132  -3.099
O  -1.236  1.690  -1.612
H  -1.330  2.630  -1.399
H  -1.950  1.510  -2.243
O  1.507  1.636  2.359
H  1.860  1.542  3.256
H  2.303  1.777  1.830
O  1.497  1.518  -0.598
H  2.172  1.550  -1.292
H  1.490  2.386  -0.164
O  2.979  -1.225  -0.648
H  3.484  -1.125  -1.467
H  2.646  -2.133  -0.690
O  -0.112  -2.881  -0.778
H  -0.514  -3.321  -0.017
H  0.190  -3.609  -1.339

# 4
DFT (ωB97M-V with the def2-TZVPD basis set) results for a cluster of 9 separate species, H18O9 in total.

DFT total energy   -18719.539 eV
Net charge   0
Energy above the lowest of the compared OMol25 structures with the same formula, charge and spin   59.9 kcal per mole
SMILES string   O.O.O.O.O.O.O.O.O

CARTESIAN COORDINATES (ANGSTROEM)
O  1.820  2.416  -0.512
H  1.696  2.967  0.274
H  1.558  3.046  -1.159
O  0.348  -0.274  -0.154
H  -0.280  -0.592  -0.848
H  0.961  0.332  -0.520
O  0.337  -2.320  1.650
H  0.619  -1.828  0.905
H  -0.548  -2.576  1.356
O  -1.972  1.882  -0.619
H  -1.217  1.883  -1.181
H  -2.690  2.390  -0.901
O  -0.700  -3.502  -1.649
H  -0.639  -2.532  -1.813
H  -1.328  -3.885  -2.256
O  3.472  1.324  1.527
H  3.285  1.896  0.798
H  2.574  1.117  1.838
O  -1.228  -0.964  -2.195
H  -2.130  -1.033  -1.870
H  -1.114  -0.103  -2.570
O  -2.359  -0.556  0.570
H  -2.427  0.374  0.282
H  -1.437  -0.522  0.895
O  1.346  0.644  2.865
H  0.532  0.731  2.361
H  1.521  -0.304  2.920

# 5
DFT (ωB97M-V with the def2-TZVPD basis set) results for a cluster of 9 separate species, H18O9 in total.

DFT total energy   -18718.521 eV
Net charge   0
Energy above the lowest of the compared OMol25 structures with the same formula, charge and spin   83.3 kcal per mole
SMILES string   O.O.O.O.O.O.O.O.O

CARTESIAN COORDINATES (ANGSTROEM)
H  0.422  0.454  0.166
H  0.312  -1.010  -0.227
H  -0.388  -3.605  -1.214
H  0.266  -4.666  -0.343
H  -2.232  -0.750  4.160
H  -2.877  -0.033  5.335
H  0.500  2.224  -3.641
H  0.389  2.098  -5.151
H  -1.609  3.766  -1.945
H  -1.264  2.314  -1.658
H  0.875  -1.168  4.151
H  0.398  0.169  4.694
H  0.803  -2.250  -4.238
H  0.044  -1.989  -2.947
H  1.422  1.686  -2.241
H  0.252  1.846  -1.284
H  2.267  2.084  2.809
H  1.806  0.905  3.650
O  -0.179  -0.299  0.199
O  0.416  -3.789  -0.714
O  -2.730  0.044  4.385
O  -0.058  1.854  -4.333
O  -1.665  2.883  -2.325
O  0.326  -0.781  4.842
O  0.293  -2.696  -3.552
O  1.103  1.403  -1.377
O  2.321  1.123  2.866

# 6
DFT (ωB97M-V with the def2-TZVPD basis set) results for a cluster of 9 separate species, H18O9 in total.

DFT total energy   -18719.499 eV
Net charge   0
Energy above the lowest of the compared OMol25 structures with the same formula, charge and spin   60.8 kcal per mole
SMILES string   O.O.O.O.O.O.O.O.O

CARTESIAN COORDINATES (ANGSTROEM)
O  1.337  2.340  -0.033
H  0.971  1.967  -0.837
H  2.308  2.267  -0.201
O  -1.693  2.222  -0.306
H  -1.352  3.017  0.079
H  -2.683  2.177  -0.196
O  0.065  -1.747  -1.747
H  0.088  -1.376  -2.586
H  -0.116  -1.038  -1.131
O  -0.096  -0.152  0.519
H  0.586  0.517  0.649
H  -0.066  -0.671  1.337
O  -0.825  -3.492  3.266
H  -0.887  -2.944  2.486
H  -1.004  -4.353  3.024
O  0.304  1.335  -2.302
H  -0.494  1.556  -1.827
H  0.370  2.111  -2.831
O  -2.339  -0.189  -1.549
H  -3.222  -0.167  -1.201
H  -1.884  0.413  -0.901
O  1.008  -0.908  2.904
H  0.487  -0.340  3.467
H  1.879  -0.476  2.789
O  2.666  -0.536  -1.254
H  2.876  -1.108  -0.510
H  1.718  -0.423  -1.109

Number 1: largest force on an atom 6.8 eV/A. Number 2: largest force on an atom 4.3 eV/A. Number 3: largest force on an atom 1.4 eV/A. Number 4: largest force on an atom 2.4 eV/A. Number 5: largest force on an atom 0.7 eV/A. Number 6: largest force on an atom 3.1 eV/A.